1.
{
  "formula": "C29H77N3O32P7S",
  "method": "ωB97M-V/def2-TZVPD",
  "orbital_gap_ev": 7.245,
  "total_energy_ev": -177155.1816,
  "lumo_ev": -3.54,
  "charge": 1,
  "species": ["C", "C", "O", "C", "C", "N", "C", "C", "C", "S", "O", "O", "O", "C", "N", "C", "C", "C", "O", "O", "P", "O", "O", "N", "H", "H", "H", "H", "H", "H", "H", "H", "H", "H", "H", "H", "H", "H", "H", "H", "H", "H", "H", "H", "H", "H", "H", "C", "O", "P", "O", "O", "C", "O", "C", "H", "H", "H", "H", "H", "H", "H", "H", "H", "C", "O", "P", "O", "O", "C", "O", "C", "H", "H", "H", "H", "H", "H", "H", "H", "H", "C", "O", "P", "O", "O", "C", "O", "C", "H", "H", "H", "H", "H", "H", "H", "H", "H", "C", "O", "P", "O", "O", "C", "O", "C", "H", "H", "H", "H", "H", "H", "H", "H", "H", "C", "O", "P", "O", "O", "C", "O", "C", "H", "H", "H", "H", "H", "H", "H", "H", "H", "C", "O", "P", "O", "O", "C", "O", "C", "H", "H", "H", "H", "H", "H", "H", "H", "H"],
  "coordinates": [[-0.097, 0.489, 2.890], [-1.033, 0.872, 1.735], [-0.780, -0.034, 0.635], [-1.932, -0.355, -0.021], [-1.869, -0.766, -1.530], [-2.879, -1.821, -1.700], [-2.434, -3.268, -1.641], [-0.926, -3.465, -1.735], [-0.629, -4.951, -1.358], [0.604, -5.677, -2.375], [1.764, -4.857, -2.541], [0.958, -6.919, -1.757], [-0.119, -6.024, -3.725], [-3.650, -1.703, -0.503], [-4.923, -1.845, -0.465], [-5.625, -1.694, 0.834], [-6.428, -2.944, 1.233], [-5.814, -3.688, 2.404], [-5.428, -4.799, 2.277], [-5.767, -3.047, 3.617], [-6.029, -2.198, -1.888], [-5.143, -2.569, -3.170], [-6.934, -0.876, -2.116], [-2.779, -1.420, 0.551], [-0.662, 0.303, 3.800], [0.585, 1.302, 3.122], [0.414, -0.423, 2.599], [-0.894, 1.904, 1.417], [-2.054, 0.742, 2.090], [-2.564, 0.539, -0.048], [-2.339, 0.097, -2.009], [-0.933, -0.821, -2.072], [-2.912, -3.783, -2.471], [-2.775, -3.742, -0.713], [-0.363, -2.865, -1.027], [-0.608, -3.294, -2.762], [-0.328, -4.978, -0.317], [-1.559, -5.515, -1.430], [0.590, -6.173, -4.381], [-4.942, -1.399, 1.620], [-6.332, -0.883, 0.673], [-6.542, -3.670, 0.439], [-7.416, -2.625, 1.563], [-4.867, -2.706, 3.704], [-4.580, -1.822, -3.446], [-6.379, -0.098, -2.306], [-2.276, -2.204, 0.951], [1.295, -3.811, 8.153], [0.097, -3.063, 8.368], [-0.085, -1.639, 7.525], [0.154, -2.163, 6.140], [1.313, -1.112, 8.219], [1.443, -1.040, 9.648], [-0.440, -0.093, 7.003], [0.485, 0.982, 7.208], [1.008, -4.824, 7.875], [1.921, -3.386, 7.375], [1.854, -3.845, 9.089], [2.353, -1.562, 9.938], [0.597, -1.494, 10.162], [1.532, 0.006, 9.946], [1.451, 0.736, 6.774], [0.591, 1.225, 8.264], [0.088, 1.863, 6.703], [2.841, 4.903, 10.296], [3.687, 4.029, 9.548], [4.264, 2.671, 10.323], [2.934, 2.128, 10.748], [4.983, 3.613, 11.466], [5.969, 4.584, 11.095], [5.100, 1.323, 10.819], [5.983, 1.314, 11.938], [1.922, 5.040, 9.729], [2.604, 4.515, 11.281], [3.342, 5.867, 10.398], [5.688, 5.542, 11.528], [6.051, 4.698, 10.015], [6.937, 4.286, 11.502], [5.459, 1.630, 12.837], [6.857, 1.940, 11.762], [6.325, 0.287, 12.060], [-1.612, 5.418, -5.049], [-0.748, 4.288, -5.265], [-0.655, 3.172, -4.094], [-2.059, 2.745, -3.877], [-0.146, 4.228, -2.951], [0.949, 5.118, -3.208], [0.152, 1.894, -3.472], [0.887, 1.954, -2.252], [-2.292, 5.484, -5.894], [-2.185, 5.346, -4.129], [-1.000, 6.318, -5.017], [0.633, 6.131, -2.964], [1.266, 5.091, -4.250], [1.790, 4.849, -2.567], [0.233, 2.271, -1.442], [1.753, 2.607, -2.332], [1.243, 0.944, -2.053], [1.403, -2.276, -5.989], [0.125, -2.651, -6.511], [0.089, -3.894, -7.622], [0.790, -4.921, -6.784], [1.120, -3.067, -8.603], [0.778, -1.766, -9.093], [-0.318, -4.940, -8.836], [0.296, -4.931, -10.123], [1.345, -2.317, -4.901], [2.202, -2.926, -6.330], [1.617, -1.251, -6.295], [1.603, -1.088, -8.875], [-0.128, -1.375, -8.631], [0.641, -1.813, -10.174], [1.371, -5.061, -10.030], [0.065, -4.019, -10.670], [-0.124, -5.770, -10.676], [8.761, -6.177, -2.238], [8.165, -6.222, -3.535], [6.886, -5.237, -3.806], [7.396, -3.893, -3.465], [5.986, -5.889, -2.595], [5.811, -7.305, -2.492], [5.602, -4.865, -4.746], [4.252, -5.069, -4.328], [9.823, -5.984, -2.367], [8.328, -5.407, -1.606], [8.631, -7.150, -1.763], [6.070, -7.611, -1.479], [6.440, -7.851, -3.195], [4.764, -7.552, -2.675], [4.052, -4.540, -3.403], [4.031, -6.130, -4.220], [3.608, -4.673, -5.112], [-4.063, 11.275, -4.640], [-3.999, 10.685, -3.337], [-4.135, 9.056, -3.242], [-3.071, 8.568, -4.144], [-5.617, 9.076, -3.962], [-6.655, 9.934, -3.478], [-4.467, 7.689, -2.390], [-5.680, 6.957, -2.539], [-3.174, 11.889, -4.769], [-4.108, 10.534, -5.433], [-4.947, 11.912, -4.688], [-7.047, 10.507, -4.317], [-6.298, 10.627, -2.717], [-7.460, 9.326, -3.063], [-5.816, 6.650, -3.573], [-6.539, 7.529, -2.194], [-5.590, 6.072, -1.910]]
}



2.
{
  "formula": "C19H27BMnNO2P",
  "method": "ωB97M-V/def2-TZVPD",
  "orbital_gap_ev": [4.111, 6.766],
  "total_energy_ev": -67007.6017,
  "lumo_ev": [0.25, 0.09],
  "charge": 0,
  "de_lowest_kcal_mol": 0.00,
  "s2": 8.937,
  "multiplicity": 6,
  "species": ["C", "C", "C", "C", "C", "C", "C", "C", "N", "Mn", "C", "P", "H", "H", "H", "H", "H", "H", "H", "H", "C", "C", "H", "C", "C", "H", "H", "H", "H", "H", "H", "H", "H", "H", "H", "H", "H", "H", "H", "O", "B", "O", "C", "C", "C", "C", "C", "C", "H", "H", "H", "H"],
  "coordinates": [[3.461, -0.224, -3.496], [2.144, 0.092, -3.826], [1.139, 0.118, -2.841], [1.467, -0.175, -1.508], [2.796, -0.464, -1.180], [3.794, -0.482, -2.166], [-0.239, 0.574, -3.260], [-1.468, -0.351, -3.043], [-1.324, -1.439, -2.091], [0.111, -0.253, -0.050], [3.198, -0.734, 0.255], [1.848, -1.409, 1.270], [1.875, 0.333, -4.861], [4.822, -0.705, -1.870], [4.231, -0.255, -4.270], [3.519, 0.186, 0.771], [4.028, -1.453, 0.316], [-0.478, 1.531, -2.763], [-0.223, 0.782, -4.336], [-2.302, 0.277, -2.696], [2.384, -1.413, 2.986], [1.534, -3.106, 0.754], [-1.759, -0.791, -4.017], [-0.615, -2.612, -2.587], [-2.583, -1.788, -1.437], [0.662, -0.372, 1.494], [-1.192, -3.098, -3.389], [0.374, -2.325, -2.972], [-0.474, -3.329, -1.765], [-3.319, -2.152, -2.179], [-2.414, -2.573, -0.689], [-2.989, -0.904, -0.929], [2.303, -3.765, 1.180], [0.547, -3.428, 1.116], [1.554, -3.205, -0.340], [3.284, -2.028, 3.099], [2.591, -0.386, 3.306], [1.575, -1.824, 3.602], [-0.289, 0.568, 1.559], [-2.507, 1.336, 1.054], [-1.079, 1.454, 1.130], [-0.706, 2.811, 1.046], [-1.873, 3.515, 1.005], [-2.030, 4.857, 1.302], [-3.310, 5.270, 1.685], [-4.391, 4.389, 1.695], [-4.241, 3.045, 1.327], [-2.962, 2.617, 1.012], [-1.177, 5.521, 1.283], [-3.449, 6.310, 1.978], [-5.376, 4.739, 1.993], [-5.075, 2.342, 1.326]]
}



3.
{
  "formula": "C4H5N3O",
  "method": "ωB97M-V/def2-TZVPD",
  "orbital_gap_ev": 5.274,
  "total_energy_ev": -10739.9026,
  "lumo_ev": -0.65,
  "charge": 0,
  "de_lowest_kcal_mol": 177.84,
  "species": ["C", "C", "C", "C", "N", "N", "N", "O", "H", "H", "H", "H", "H"],
  "coordinates": [[1.712, -0.986, -0.225], [-1.151, 0.430, 0.374], [2.168, 0.249, 0.014], [-2.425, 0.067, -0.205], [-0.186, 1.115, 0.403], [1.365, -2.089, 0.075], [1.071, 1.215, 0.414], [3.300, 0.665, -0.157], [-2.243, -0.925, -0.515], [-2.682, 0.746, -1.096], [-3.195, 0.122, 0.688], [0.853, -2.748, -0.661], [1.412, 2.141, 0.889]]
}